Record 1
{
  "formula": "C5H7NO2",
  "method": "wB97M-V/def2-TZVPD",
  "max_force_ev_per_a": 2.1,
  "lumo_ev": 1.03,
  "de_lowest_kcal_mol": 79.93,
  "total_charge": 0,
  "species": ["C", "C", "C", "C", "C", "H", "H", "H", "H", "H", "H", "H", "N", "O", "O"],
  "xyz": [[-1.115502, 0.488232, -0.284761], [-0.450948, -0.692204, 0.548822], [0.359455, 0.974930, -0.140342], [1.127193, -0.092184, -0.928965], [0.520386, -1.304915, -0.461340], [-1.774829, 1.344421, 1.372929], [-1.589976, 0.343048, -1.255613], [-1.072833, -1.411898, 1.026303], [1.181261, -0.023491, 1.473210], [0.841891, 1.972691, -0.146281], [1.469594, 0.087454, -1.938971], [0.420985, -2.357267, -0.900525], [0.279535, 0.382738, 1.209567], [-2.070926, 1.222280, 0.455629], [1.874713, -0.933834, -0.029665]],
  "forces_ev_per_angstrom": [[-0.4440, 0.3644, 0.7854], [-1.6273, -0.0354, -1.3879], [0.9829, 0.6621, 0.3572], [0.4832, 0.2789, -0.6579], [0.4901, -1.6518, 0.7322], [0.2890, -0.2018, -0.4451], [0.4169, -0.2326, -0.0839], [-0.4643, -0.2036, 1.0355], [-0.0532, 0.5873, 0.2868], [-0.9552, -0.2536, -0.3653], [0.3822, -0.0711, 0.1199], [0.0848, 1.9890, 0.4097], [0.4558, -0.6556, 0.9536], [0.0209, -0.0964, -0.2307], [-0.0617, -0.4797, -1.5095]],
  "mulliken_charge": [-0.46, -0.31, -0.06, -0.20, -0.07, 0.34, 0.39, 0.50, 0.33, 0.43, 0.45, 0.41, -0.64, -0.58, -0.53]
}

Record 2
{
  "formula": "H2N2O4S",
  "method": "wB97M-V/def2-TZVPD",
  "max_force_ev_per_a": 3.1,
  "lumo_ev": 0.54,
  "de_lowest_kcal_mol": 2.92,
  "total_charge": 0,
  "species": ["N", "N", "O", "O", "O", "O", "S", "H", "H"],
  "xyz": [[1.434877, 0.797781, 1.197481], [2.025159, 0.717429, 0.258348], [-0.290496, 0.172028, -1.289279], [2.607007, 0.583307, -0.719789], [-0.285761, -1.810167, 0.440484], [-1.884287, 0.064545, 0.774164], [-1.224460, -1.001256, -0.309787], [-0.839089, 0.654789, -1.982223], [-1.542953, -0.178456, 1.630597]],
  "forces_ev_per_angstrom": [[-0.2496, 0.2717, 0.6649], [-1.3913, -0.0893, 1.9617], [-1.3686, -0.7559, 0.5802], [1.7109, -0.1555, -2.5734], [-0.1303, 0.8575, -0.6054], [0.1945, -0.5273, -1.5726], [0.2252, 1.6225, -0.7084], [0.5485, -1.1474, 1.4010], [0.4607, -0.0764, 0.8520]],
  "mulliken_charge": [-0.30, 0.83, -0.51, -0.53, -0.47, -0.42, 0.74, 0.33, 0.34]
}

In order of appearance, electronic energy = -399.83819 -809.77367 Ha.